{"formula": "C49H63N4O3S4ScSiTe", "method": "ωB97M-V/def2-TZVPD", "max_force_ev_per_a": 1.034, "total_energy_ha": -5261.1205, "lumo_energy_ev": 3.544, "homo_ev": -0.78, "e_above_lowest_kj_mol": 95.0, "total_charge": -2, "elements": ["Sc", "C", "C", "C", "C", "N", "C", "C", "C", "C", "C", "C", "N", "C", "C", "C", "C", "C", "N", "H", "H", "H", "H", "H", "H", "H", "H", "H", "H", "H", "S", "C", "C", "C", "C", "C", "C", "S", "H", "H", "H", "H", "C", "C", "C", "C", "O", "Si", "S", "O", "C", "C", "C", "C", "O", "C", "C", "C", "C", "H", "H", "H", "H", "H", "H", "H", "H", "H", "H", "H", "H", "H", "H", "H", "H", "H", "H", "H", "H", "H", "H", "H", "H", "H", "H", "H", "Te", "C", "C", "C", "C", "S", "H", "H", "H", "C", "C", "C", "C", "C", "C", "C", "C", "N", "C", "C", "C", "C", "H", "H", "H", "H", "H", "H", "H", "H", "H", "H", "H", "H", "H", "H", "H", "H", "H", "H"], "coordinates": [[0.051, 0.435, -0.087], [-2.499, -3.338, -1.342], [-2.054, -4.393, -0.576], [-1.039, -4.169, 0.336], [-0.511, -2.890, 0.469], [-0.881, -1.890, -0.330], [-1.851, -2.119, -1.219], [0.464, -2.569, 1.536], [0.942, -3.542, 2.408], [1.898, -3.193, 3.337], [2.277, -1.870, 3.439], [1.699, -0.941, 2.585], [0.869, -1.302, 1.612], [2.030, 0.494, 2.688], [2.591, 1.021, 3.844], [2.950, 2.355, 3.881], [2.749, 3.121, 2.750], [2.156, 2.525, 1.650], [1.780, 1.247, 1.617], [-3.305, -3.449, -2.052], [-2.491, -5.379, -0.677], [-0.688, -4.983, 0.951], [-2.166, -1.288, -1.828], [0.598, -4.562, 2.355], [2.340, -3.947, 3.975], [3.037, -1.571, 4.146], [2.700, 0.398, 4.720], [3.371, 2.792, 4.777], [3.016, 4.168, 2.718], [1.976, 3.098, 0.750], [-2.254, 0.925, -1.377], [-2.393, 2.635, -1.702], [-3.471, 3.078, -2.478], [-3.682, 4.424, -2.727], [-2.806, 5.364, -2.194], [-1.732, 4.939, -1.429], [-1.501, 3.581, -1.176], [-0.126, 3.133, -0.195], [-4.149, 2.332, -2.877], [-4.533, 4.738, -3.321], [-2.961, 6.423, -2.367], [-1.044, 5.658, -1.000], [-3.284, -1.312, 6.296], [-3.989, -0.637, 5.122], [-4.111, -1.618, 3.955], [-5.381, -0.155, 5.539], [-3.209, 0.504, 4.795], [-2.977, 1.239, 3.313], [-1.563, 0.196, 2.249], [-4.491, 1.318, 2.662], [-5.171, 2.370, 1.981], [-4.242, 3.077, 1.004], [-5.714, 3.363, 3.012], [-6.319, 1.717, 1.219], [-2.613, 2.804, 3.704], [-1.647, 3.361, 4.582], [-1.325, 4.747, 4.032], [-0.379, 2.515, 4.641], [-2.273, 3.461, 5.976], [-3.862, -2.165, 6.661], [-3.153, -0.593, 7.108], [-2.299, -1.653, 5.972], [-4.645, -2.517, 4.274], [-3.119, -1.884, 3.588], [-4.648, -1.148, 3.130], [-6.008, -0.992, 5.858], [-5.843, 0.341, 4.685], [-5.293, 0.563, 6.357], [-3.428, 3.569, 1.538], [-4.786, 3.817, 0.413], [-3.807, 2.337, 0.334], [-4.878, 3.753, 3.593], [-6.411, 2.861, 3.691], [-6.227, 4.191, 2.516], [-5.912, 1.038, 0.467], [-6.924, 2.478, 0.721], [-6.952, 1.145, 1.903], [-0.926, 4.647, 3.019], [-0.592, 5.255, 4.665], [-2.237, 5.345, 3.985], [-0.029, 2.318, 3.627], [-0.590, 1.552, 5.111], [0.401, 3.037, 5.202], [-3.136, 4.130, 5.949], [-1.550, 3.837, 6.706], [-2.611, 2.467, 6.273], [0.325, -1.521, -3.652], [-0.419, -3.080, -4.895], [-0.388, -3.145, -6.268], [-1.019, -4.292, -6.831], [-1.536, -5.125, -5.886], [-1.233, -4.498, -4.307], [0.077, -2.361, -6.850], [-1.083, -4.487, -7.895], [-2.073, -6.054, -6.011], [4.447, 3.303, -4.555], [3.132, 2.816, -3.994], [1.939, 3.109, -4.632], [0.743, 2.621, -4.101], [-0.587, 2.971, -4.714], [0.780, 1.767, -3.020], [1.978, 1.332, -2.416], [3.141, 1.983, -2.879], [1.948, 0.281, -1.496], [3.204, -0.502, -1.341], [2.818, -1.913, -0.881], [4.008, -0.720, -2.648], [4.138, 0.109, -0.276], [4.308, 4.169, -5.206], [4.918, 2.509, -5.142], [5.145, 3.573, -3.758], [1.932, 3.719, -5.532], [-0.487, 3.174, -5.784], [-1.013, 3.855, -4.230], [-1.298, 2.155, -4.578], [-0.156, 1.378, -2.644], [4.084, 1.838, -2.372], [2.466, -2.500, -1.728], [2.017, -1.859, -0.161], [3.679, -2.417, -0.424], [3.345, -0.700, -3.512], [4.481, -1.706, -2.611], [4.802, 0.012, -2.798], [3.685, 0.015, 0.710], [4.314, 1.169, -0.467], [5.103, -0.411, -0.275]], "lowdin_charge": [0.62, -0.08, -0.07, -0.01, -0.22, 0.05, -0.25, -0.22, 0.00, -0.05, 0.00, -0.22, 0.05, -0.24, -0.02, -0.08, -0.04, -0.17, 0.07, 0.10, 0.11, 0.09, -0.04, 0.10, 0.11, 0.10, 0.11, 0.11, 0.11, 0.02, 0.61, -0.72, -0.15, -0.14, -0.14, -0.15, -0.69, 0.64, 0.09, 0.08, 0.08, 0.09, -0.04, -0.66, -0.06, -0.03, -0.17, -0.13, 0.41, -0.15, -0.64, -0.03, -0.03, -0.03, -0.16, -0.65, -0.03, -0.06, -0.03, 0.08, 0.08, 0.08, 0.08, 0.05, 0.08, 0.08, 0.07, 0.08, 0.08, 0.09, 0.05, 0.07, 0.08, 0.08, 0.09, 0.08, 0.08, 0.08, 0.08, 0.08, 0.05, 0.08, 0.08, 0.08, 0.08, 0.07, 0.86, -1.04, -0.31, -0.25, -0.49, 0.86, 0.08, 0.08, 0.03, -0.07, -0.29, -0.05, -0.27, -0.04, -0.15, -0.36, -0.03, -0.07, -0.61, -0.09, -0.08, -0.05, 0.06, 0.07, 0.06, 0.10, 0.07, 0.07, 0.08, -0.01, 0.08, 0.03, 0.03, 0.08, 0.04, 0.07, 0.06, 0.05, 0.07, 0.08]}

***

{"formula": "C49H67N5O21", "method": "ωB97M-V/def2-TZVPD", "max_force_ev_per_a": 4.117, "total_energy_ha": -3761.1859, "lumo_energy_ev": 0.342, "smiles": "C[C@H]1COC(=O)O1.C[C@H]1COC(=O)O1.C[C@H]1COC(=O)O1.C[C@H]1COC(=O)O1.C[C@H]1COC(=O)O1.C[C@H]1COC(=O)O1.C[C@H]1COC(=O)O1.c1cc[nH]c1.c1cc[nH]c1.c1cc[nH]c1.c1cc[nH]c1.c1ccncc1", "homo_ev": -8.22, "elements": ["C", "C", "C", "O", "C", "O", "O", "H", "H", "H", "H", "H", "H", "C", "C", "C", "O", "C", "O", "O", "H", "H", "H", "H", "H", "H", "C", "C", "C", "O", "C", "O", "O", "H", "H", "H", "H", "H", "H", "C", "C", "C", "O", "C", "O", "O", "H", "H", "H", "H", "H", "H", "C", "C", "C", "O", "C", "O", "O", "H", "H", "H", "H", "H", "H", "C", "C", "C", "O", "C", "O", "O", "H", "H", "H", "H", "H", "H", "C", "C", "C", "O", "C", "O", "O", "H", "H", "H", "H", "H", "H", "C", "C", "C", "N", "C", "H", "H", "H", "H", "H", "C", "C", "C", "N", "C", "H", "H", "H", "H", "H", "C", "C", "C", "N", "C", "H", "H", "H", "H", "H", "C", "C", "C", "N", "C", "H", "H", "H", "H", "H", "C", "C", "C", "N", "C", "C", "H", "H", "H", "H", "H"], "coordinates": [[-5.234, 2.174, 1.240], [-4.005, 2.959, 0.865], [-2.807, 2.142, 0.398], [-2.577, 2.566, -0.964], [-3.473, 3.551, -1.288], [-3.437, 4.097, -2.391], [-4.313, 3.796, -0.297], [-5.581, 1.615, 0.393], [-6.023, 2.855, 1.632], [-5.070, 1.497, 2.134], [-3.703, 3.700, 1.596], [-3.126, 1.104, 0.490], [-1.868, 2.183, 1.006], [-2.254, 3.567, -6.916], [-1.277, 4.287, -6.001], [-1.724, 4.385, -4.528], [-0.416, 4.441, -3.864], [0.441, 3.710, -4.654], [1.459, 3.167, -4.234], [-0.005, 3.511, -5.903], [-3.230, 4.110, -6.955], [-2.510, 2.563, -6.497], [-1.832, 3.430, -7.947], [-1.019, 5.280, -6.321], [-2.260, 3.485, -4.274], [-2.285, 5.270, -4.201], [2.244, -1.820, -2.769], [2.079, -3.298, -2.590], [1.768, -3.784, -1.223], [1.103, -5.009, -1.481], [0.487, -4.854, -2.678], [-0.203, -5.698, -3.147], [0.895, -3.744, -3.341], [3.129, -1.455, -2.276], [1.402, -1.366, -2.259], [2.307, -1.601, -3.808], [2.946, -3.897, -2.857], [1.058, -3.156, -0.687], [2.746, -3.947, -0.729], [3.948, -2.355, 2.427], [5.043, -2.171, 1.392], [6.309, -2.942, 1.671], [6.519, -3.695, 0.437], [5.466, -3.598, -0.344], [5.288, -4.342, -1.259], [4.615, -2.636, 0.119], [4.349, -1.814, 3.279], [3.938, -3.383, 2.723], [3.041, -1.836, 2.160], [5.135, -1.070, 1.244], [6.217, -3.682, 2.474], [7.217, -2.336, 1.859], [-3.598, -2.941, 3.738], [-3.050, -1.774, 4.550], [-1.538, -1.656, 4.681], [-1.332, -0.261, 4.465], [-2.400, 0.308, 3.932], [-2.430, 1.460, 3.589], [-3.462, -0.521, 3.916], [-4.635, -3.069, 3.796], [-3.132, -3.868, 4.077], [-3.273, -2.930, 2.664], [-3.546, -1.868, 5.545], [-0.968, -2.226, 3.976], [-1.137, -1.973, 5.609], [-3.292, -4.980, -2.312], [-4.519, -5.253, -1.461], [-4.164, -4.899, 0.008], [-4.722, -3.572, 0.144], [-5.651, -3.394, -0.820], [-6.521, -2.570, -0.779], [-5.607, -4.388, -1.744], [-2.472, -5.607, -2.128], [-2.950, -3.982, -2.074], [-3.534, -5.008, -3.385], [-4.845, -6.268, -1.548], [-3.049, -4.953, 0.094], [-4.661, -5.604, 0.736], [4.214, 1.530, -3.674], [4.020, 2.489, -2.467], [2.850, 1.986, -1.615], [3.351, 1.572, -0.346], [4.679, 1.821, -0.320], [5.385, 1.632, 0.698], [5.053, 2.306, -1.495], [3.227, 1.406, -4.233], [4.531, 0.598, -3.193], [4.995, 1.842, -4.353], [3.896, 3.568, -2.771], [2.365, 1.085, -2.092], [2.019, 2.739, -1.485], [-1.082, -1.374, 0.986], [0.225, -0.784, 1.059], [0.414, -0.049, -0.072], [-0.597, -0.247, -0.945], [-1.514, -1.057, -0.273], [-1.738, -1.946, 1.597], [0.819, -0.657, 1.909], [1.186, 0.661, -0.312], [-0.741, 0.211, -1.866], [-2.347, -1.487, -0.785], [1.322, 4.421, 0.329], [0.272, 4.846, 1.221], [-0.800, 5.243, 0.475], [-0.430, 5.071, -0.857], [0.818, 4.518, -0.877], [2.130, 3.873, 0.695], [0.311, 4.815, 2.307], [-1.795, 5.519, 0.739], [-0.958, 5.150, -1.719], [1.231, 4.310, -1.815], [1.670, -2.191, 7.360], [0.534, -1.531, 7.923], [0.372, -0.357, 7.264], [1.325, -0.271, 6.300], [2.105, -1.395, 6.332], [1.948, -3.187, 7.638], [-0.112, -1.960, 8.623], [-0.429, 0.387, 7.365], [1.563, 0.436, 5.593], [2.897, -1.563, 5.617], [1.858, 3.263, 4.896], [1.604, 2.624, 3.688], [2.854, 2.181, 3.212], [3.817, 2.595, 4.075], [3.218, 3.235, 5.143], [1.200, 3.866, 5.506], [0.571, 2.484, 3.479], [3.068, 1.498, 2.305], [4.802, 2.482, 3.932], [3.913, 3.652, 5.912], [-1.848, -1.687, -4.178], [-2.697, -0.671, -3.944], [-2.343, 0.666, -4.089], [-1.112, 0.956, -4.382], [-0.167, -0.006, -4.554], [-0.559, -1.339, -4.589], [-2.114, -2.757, -3.947], [-3.654, -0.965, -3.519], [-2.961, 1.520, -3.851], [0.786, 0.398, -4.900], [0.157, -2.129, -4.785]], "lowdin_charge": [-0.01, -0.29, -0.09, 0.04, -0.53, 0.08, 0.09, 0.09, 0.10, 0.10, 0.15, 0.11, 0.14, -0.02, -0.27, -0.08, 0.03, -0.53, 0.10, 0.08, 0.10, 0.08, 0.10, 0.14, 0.08, 0.14, -0.01, -0.30, -0.11, 0.08, -0.56, 0.15, 0.07, 0.08, 0.06, 0.08, 0.16, 0.13, 0.13, -0.01, -0.33, -0.04, 0.08, -0.58, 0.16, 0.05, 0.08, 0.08, 0.07, 0.15, 0.13, 0.15, -0.02, -0.27, -0.08, 0.06, -0.58, 0.13, 0.09, 0.07, 0.09, 0.08, 0.16, 0.12, 0.11, -0.03, -0.31, -0.08, 0.04, -0.56, 0.15, 0.09, 0.06, 0.07, 0.10, 0.15, 0.14, 0.15, -0.01, -0.27, -0.13, 0.02, -0.52, 0.07, 0.09, 0.09, 0.08, 0.07, 0.17, 0.12, 0.10, -0.08, -0.09, -0.15, 0.07, -0.14, 0.06, 0.07, 0.09, 0.14, 0.10, -0.09, -0.09, -0.11, 0.05, -0.18, 0.07, 0.09, 0.10, 0.12, 0.08, -0.10, -0.12, -0.17, 0.03, -0.14, 0.08, 0.08, 0.12, 0.14, 0.10, -0.14, -0.13, -0.14, 0.01, -0.13, 0.10, 0.08, 0.12, 0.14, 0.12, -0.07, -0.09, -0.15, 0.07, -0.11, -0.06, 0.12, 0.11, 0.10, 0.11, 0.09]}